1.
Formula: C3H6N2
Source: the Open Molecules 2025 dataset
Level of theory: wB97M-V/def2-TZVPD

```
11
Properties=species:S:1:pos:R:3:mulliken_charge:R:1
C 0.205 0.746 0.833 0.1032
C -0.212 -0.156 -1.198 -0.4931
C 0.397 -1.386 -0.199 -0.3686
H -1.457 0.118 0.349 0.2788
H 0.889 1.574 1.226 0.3134
H 0.389 -0.364 -2.021 0.2226
H -1.097 0.391 -0.964 0.3283
H -0.418 -1.785 0.390 0.2719
H 1.069 -2.023 -0.718 0.2823
N -1.059 0.985 0.933 -0.5952
N 0.814 -0.005 -0.201 -0.3436
```

2S+1	1
F_max	0.0929	Eh/bohr
Kohn-Sham gap	10.46	eV
energy	-227.2663	Eh
relative energy (zero: lowest compared OMol25 entry of this formula, charge and spin)	4.313	eV
SMILES	[H]/N=C\N1CC1
HOMO	-9.4	eV

2.
Formula: C10H4N2OS
Source: the Open Molecules 2025 dataset
Level of theory: wB97M-V/def2-TZVPD

```
18
Properties=species:S:1:pos:R:3:mulliken_charge:R:1
C 1.556 -4.438 -1.793 0.0168
C 2.877 -3.955 0.173 0.0352
C 0.145 0.983 -0.205 -0.6158
C -0.894 0.396 0.513 -0.3953
C 1.133 0.197 -0.757 -0.4482
C -0.943 -0.972 0.713 -0.5388
C 1.091 -1.185 -0.578 -0.0270
C 0.063 -1.763 0.176 0.5370
C 2.073 -2.077 -1.170 0.3909
C 1.834 -3.543 -0.716 0.9440
N 1.278 -5.121 -2.665 -0.4147
N 3.707 -4.230 0.908 -0.4168
O 2.973 -1.791 -1.912 -0.5508
S 0.128 -3.492 0.377 -0.1468
H 0.177 2.053 -0.330 0.3908
H -1.677 1.019 0.920 0.3807
H 1.949 0.618 -1.324 0.4566
H -1.748 -1.421 1.274 0.4020
```

2S+1	1
F_max	0.0523	Eh/bohr
Kohn-Sham gap	8.48	eV
energy	-966.3714	Eh
SMILES	N#CC1(C#N)Sc2ccccc2C1=O
HOMO	-9.5	eV

3.
Formula: C4H5ClOS
Source: the Open Molecules 2025 dataset
Level of theory: wB97M-V/def2-TZVPD

```
12
Properties=species:S:1:pos:R:3:mulliken_charge:R:1
C -0.649 -0.684 -0.324 -0.0647
C -1.575 0.626 0.069 -0.3167
C 0.444 0.255 0.002 0.0903
C 1.883 -0.206 0.658 -0.4226
H -0.678 -1.518 0.332 0.3657
H -1.483 1.342 -0.976 0.2342
H -2.580 0.435 0.633 0.2693
H 0.701 0.991 -0.824 0.3243
H 1.782 -0.305 1.729 0.2976
O -0.546 0.944 0.861 -0.3621
S 3.282 -0.587 -0.015 -0.1796
Cl -0.581 -1.292 -2.144 -0.2357
```

2S+1	1
F_max	0.0910	Eh/bohr
Kohn-Sham gap	8.44	eV
energy	-1088.9031	Eh
relative energy (zero: lowest compared OMol25 entry of this formula, charge and spin)	3.145	eV
SMILES	S=C[C@@H]1OC[C@H]1Cl
HOMO	-9.2	eV

Calculated molar mass in order - 70.09; 200.22; 136.60 g mol⁻¹